## P
ORCA calculation (ωB97M-V/def2-TZVPD) on an isolated ion of composition C3H3O3S and charge -1.

Summary:
**Total charge**: -1
**HOMO level**: -4.598 eV
**SMILES string**: O=C([O-])[C@]1(S)CO1
**Frontier orbital gap**: 8.1 eV

Atoms and positions in Å:
C -1.058 -0.635 -1.480
C 0.322 0.900 0.028
C 0.126 -0.466 -0.461
O -1.531 -1.751 -1.646
O -1.361 0.426 -2.039
O 1.132 0.453 -1.012
S 0.574 -1.952 0.318
H -0.451 1.460 -0.347
H 0.897 1.123 0.987
H -0.285 -2.538 -0.539

=====

## Q
ORCA calculation (ωB97M-V/def2-TZVPD) on a 2-piece molecular cluster, C3H3O3S overall.

Summary:
**Total charge**: -1
**HOMO level**: -3.005 eV
**Frontier orbital gap**: 6.8 eV

Atoms and positions in Å:
C 0.602 1.639 -0.541
C 0.576 0.377 -0.142
C -1.651 -0.495 0.160
O -1.980 -0.900 -0.919
O -1.896 -0.234 1.276
O 0.917 -1.945 1.037
S 1.830 -0.660 0.313
H 1.403 2.332 -0.536
H -0.224 2.109 -0.948
H 0.423 -2.223 0.300

=====

Q: Which of them is the least stable? A: Q.

=====

## P
ORCA calculation (ωB97M-V/def2-TZVPD) on an isolated ion of composition C3H3O3S and charge -1.

Summary:
**Total charge**: -1
**HOMO level**: -2.333 eV
**SMILES string**: [O-]C(=C=S)OCO
**Frontier orbital gap**: 5.9 eV

Atoms and positions in Å:
C 0.400 -0.758 0.964
C 0.120 0.308 -1.213
C -0.138 -0.533 2.220
O 1.531 -1.264 0.661
O -0.360 0.160 0.103
O -0.774 1.212 -1.880
S -1.309 -1.186 3.099
H 1.133 0.824 -1.116
H 0.198 -0.714 -1.539
H -0.802 1.951 -1.300

=====

## Q
ORCA calculation (ωB97M-V/def2-TZVPD) on a 2-piece molecular cluster, C3H3O3S overall.

Summary:
**Total charge**: -1
**HOMO level**: -3.807 eV
**Frontier orbital gap**: 7.6 eV

Atoms and positions in Å:
C -2.104 0.675 -0.788
C -2.453 -0.461 -0.548
C 2.153 -0.777 0.238
O 1.544 -0.927 1.258
O 2.885 -1.397 -0.448
O 0.461 1.299 0.709
S 1.559 0.947 -0.585
H -1.442 1.496 -0.720
H 0.389 0.484 1.261
H -2.992 -1.340 -0.377

=====

Q: Which of them is the least stable? A: P.

=====

## P
ORCA calculation (ωB97M-V/def2-TZVPD) on CH2O3S as an isolated structure.

Summary:
**HOMO level**: -10.850 eV
**Frontier orbital gap**: 10.6 eV

Atoms and positions in Å:
C -0.853 0.111 -0.057
O 2.115 0.123 -0.562
O -0.075 1.056 0.471
O 0.198 -1.191 0.344
S 1.327 -0.004 0.632
H -1.824 -0.126 0.439
H -0.887 0.030 -1.266

=====

## Q
ORCA calculation (ωB97M-V/def2-TZVPD) on CH2O3S in the gas phase.

Summary:
**HOMO level**: -9.555 eV
**Frontier orbital gap**: 9.4 eV

Atoms and positions in Å:
C -0.111 -0.458 0.258
O -1.299 2.139 -0.399
O -0.199 -0.563 -1.084
O 1.095 -0.738 0.764
S -0.145 1.249 -0.542
H -0.948 -0.603 1.021
H 1.608 -1.027 -0.019

=====

## R
ORCA calculation (ωB97M-V/def2-TZVPD) on a 2-piece molecular cluster, CH2O3S overall.

Summary:
**HOMO level**: -9.653 eV
**Frontier orbital gap**: 8.0 eV

Atoms and positions in Å:
C -0.473 -0.045 -0.500
O 1.760 1.493 -0.144
O 1.929 -0.938 0.212
O -1.055 -1.136 -0.167
S 1.152 0.273 0.304
H -1.442 1.472 -0.063
H -1.871 -1.119 0.358

=====

Q: Which of them is the least stable? A: R.

=====

## P
ORCA calculation (ωB97M-V/def2-TZVPD) on CH3FO2S in the gas phase.

Summary:
**HOMO level**: -10.720 eV
**Frontier orbital gap**: 11.3 eV

Atoms and positions in Å:
C 0.166 0.073 0.179
O 3.171 -1.986 1.497
O 1.503 -0.226 0.497
F 1.697 -2.545 -0.491
S 1.859 -1.941 1.036
H 0.166 0.655 -0.886
H -0.447 0.751 0.880
H -0.331 -0.953 0.079

=====

## Q
ORCA calculation (ωB97M-V/def2-TZVPD) on a 2-piece molecular cluster, CH3FO2S overall.

Summary:
**HOMO level (spin up / spin down)**: -10.508 / -10.561 eV
**Frontier orbital gap (spin up / spin down)**: 8.7 / 8.6 eV

Atoms and positions in Å:
C 0.078 -0.185 -0.106
O -2.283 -2.916 0.328
O 0.988 -2.565 -0.273
F -0.614 -1.792 -1.984
S -0.254 -1.919 -0.379
H 1.017 0.121 0.293
H 0.095 0.088 -1.248
H -0.731 0.278 0.479

=====

Q: Which of them is the least stable? A: Q.